Here is a 3-piece molecular cluster, C29H42IN3O4 overall in a non-equilibrium geometry from OMol25. Energies are from ωB97M-V/def2-TZVPD.

ORCA input file:
```
! wB97M-V def2-TZVPD RIJCOSX def2/J DEFGRID3
* xyz 0 1
C -5.572 2.494 -1.929
C -4.742 2.586 -3.286
C -3.702 1.399 -3.287
C -4.464 0.034 -3.596
C -4.240 -1.078 -2.534
C -5.385 -1.787 -1.918
C -5.220 -2.819 -0.895
C -3.869 -3.194 -0.428
C -2.729 -2.517 -1.009
C -2.906 -1.475 -2.043
C -1.590 -0.792 -2.556
O -1.426 -0.495 -3.712
C -0.541 -0.503 -1.421
C -0.370 -1.558 -0.384
C 0.567 -1.428 0.711
C 1.356 -0.191 0.836
C 1.180 0.884 -0.155
N 1.898 2.113 -0.045
C 2.247 2.360 1.190
C 3.802 2.364 1.535
C 1.237 2.617 2.360
C 0.229 0.725 -1.311
I -0.057 2.290 -2.787
C -1.266 -2.828 -0.543
O -0.857 -3.949 -0.355
H -6.379 1.727 -2.108
H -4.886 2.147 -1.107
H -6.008 3.501 -1.709
H -4.215 3.561 -3.430
H -5.451 2.393 -4.137
H -2.928 1.566 -4.090
H -3.128 1.314 -2.318
H -5.558 0.274 -3.674
H -4.116 -0.314 -4.610
H -6.420 -1.497 -2.234
H -6.082 -3.334 -0.405
H -3.757 -3.958 0.373
H 0.662 -2.248 1.456
H 2.058 -0.143 1.696
H 3.923 2.022 2.598
H 4.181 3.403 1.361
H 4.294 1.611 0.860
H 1.236 1.728 3.051
H 1.640 3.491 2.939
H 0.187 2.776 2.016
C -4.207 -1.384 4.908
C -3.829 -2.064 3.595
C -2.486 -2.818 3.654
O -1.338 -1.981 3.595
C -0.970 -1.397 4.831
N -3.841 -1.066 2.521
H -3.635 -0.472 5.084
H -5.261 -1.101 4.897
H -4.051 -2.056 5.756
H -4.608 -2.804 3.382
H -2.423 -3.461 2.770
H -2.436 -3.482 4.526
H -1.169 -2.061 5.677
H -1.482 -0.442 4.969
H 0.101 -1.192 4.798
H -3.687 -1.542 1.634
H -3.007 -0.491 2.634
C 8.273 1.269 -2.974
C 7.477 1.968 -1.875
C 7.498 1.224 -0.529
O 6.648 0.084 -0.476
C 7.205 -1.090 -1.041
N 6.109 2.190 -2.332
H 7.751 0.400 -3.377
H 8.445 1.952 -3.808
H 9.248 0.942 -2.604
H 7.945 2.946 -1.716
H 7.120 1.908 0.237
H 8.521 0.960 -0.233
H 8.285 -1.152 -0.881
H 6.974 -1.146 -2.107
H 6.735 -1.949 -0.560
H 5.637 2.744 -1.620
H 5.624 1.294 -2.301
*
```

Results
Highest occupied orbital energy (Eh): -0.2893
Energy relative to the best compared isomer or geometry (same formula, charge and spin) (kJ/mol): 0.0
Gap between HOMO and LUMO (eV): 7.320

These are the Mulliken partial charges, in e, on atoms 1 to 5:
1 C -0.85
2 C -0.94
3 C -0.09
4 C -0.96
5 C 0.51

---

Here is C22H35Br15O9 as an isolated structure in a non-equilibrium geometry from OMol25. Energies are from ωB97M-V/def2-TZVPD.

ORCA input file:
```
! wB97M-V def2-TZVPD RIJCOSX def2/J DEFGRID3
* xyz 0 1
C 29.786 24.414 4.686
C 30.170 24.988 3.303
C 31.643 25.342 3.134
O 31.961 24.635 1.940
C 30.968 23.881 1.556
O 30.969 23.204 0.542
O 29.950 24.009 2.332
H 30.626 23.817 5.040
H 28.901 23.786 4.787
H 29.594 25.253 5.354
H 29.636 25.917 3.104
H 32.304 24.989 3.925
H 31.702 26.428 3.068
C 33.264 28.796 4.502
C 31.932 29.352 4.938
C 31.273 30.317 3.979
O 29.888 29.982 4.123
C 29.814 28.715 4.468
O 28.807 27.997 4.513
O 31.032 28.292 4.914
H 33.359 28.546 3.446
H 33.572 27.967 5.139
H 34.108 29.478 4.608
H 32.002 29.811 5.924
H 31.512 30.149 2.929
H 31.510 31.359 4.191
C 31.653 26.255 7.493
C 32.867 25.526 8.018
O 33.325 24.512 7.486
C 33.356 25.867 9.423
H 30.887 26.312 8.266
H 31.367 25.772 6.558
H 31.949 27.292 7.333
H 32.556 25.701 10.145
H 33.783 26.865 9.509
H 34.155 25.194 9.733
C 36.659 26.755 3.326
C 35.669 25.854 4.033
O 34.631 25.369 3.473
C 35.846 25.786 5.537
H 37.672 26.355 3.367
H 36.681 27.770 3.722
H 36.495 26.925 2.262
H 35.137 25.070 5.951
H 35.808 26.800 5.934
H 36.815 25.322 5.721
C 35.933 28.030 8.412
C 34.938 28.985 7.849
O 33.811 28.658 7.525
C 35.373 30.366 7.468
H 36.394 28.479 9.291
H 36.718 27.895 7.667
H 35.599 27.006 8.581
H 35.522 30.338 6.389
H 36.292 30.611 8.000
H 34.767 31.159 7.907
C 30.027 29.609 8.499
Br 29.403 31.221 9.467
Br 28.494 28.394 8.031
Br 31.270 28.661 9.706
H 30.511 30.043 7.623
C 29.420 24.503 13.023
Br 30.798 25.791 12.526
Br 27.893 24.584 11.826
Br 28.936 24.900 14.935
H 29.810 23.486 12.991
C 26.783 24.909 7.618
Br 25.448 23.516 8.271
Br 26.566 25.342 5.679
Br 28.630 24.436 8.068
H 26.573 25.867 8.094
C 34.101 22.356 10.086
Br 32.242 22.397 10.749
Br 34.625 20.419 10.028
Br 35.343 23.382 11.199
H 34.101 22.665 9.041
C 33.891 22.195 5.285
Br 32.723 20.758 6.018
Br 34.173 21.875 3.281
Br 35.728 22.180 6.182
H 33.499 23.208 5.383
*
```

Results
Highest occupied orbital energy (Eh): -0.3659
Gap between HOMO and LUMO (eV): 9.160

These are the Mulliken partial charges, in e, on atoms 1 to 5:
1 C -0.83
2 C 0.58
3 C 0.90
4 O -0.38
5 C 0.57

---

Here is a 7-piece molecular cluster, C11H27N5O17S2 overall in a non-equilibrium geometry from OMol25. Energies are from ωB97M-V/def2-TZVPD.

ORCA input file:
```
! wB97M-V def2-TZVPD RIJCOSX def2/J DEFGRID3
* xyz 0 1
C -3.076 4.004 0.768
N -3.201 4.580 -0.603
O -3.007 3.848 -1.551
O -3.476 5.843 -0.723
H -4.063 4.229 1.173
H -2.271 4.497 1.313
H -2.967 2.930 0.620
C -5.954 -1.093 -6.417
N -4.887 -1.917 -5.716
O -4.989 -2.095 -4.505
O -3.813 -2.134 -6.339
H -6.911 -1.569 -6.202
H -5.712 -0.761 -7.426
H -5.797 -0.197 -5.815
C 9.942 3.965 -2.910
N 10.229 3.045 -1.853
O 11.301 2.546 -1.763
O 9.275 2.819 -1.021
H 8.854 3.935 -2.981
H 10.449 3.594 -3.801
H 10.429 4.911 -2.676
C 2.082 -3.563 9.579
N 2.139 -4.478 10.679
O 1.793 -5.653 10.455
O 2.582 -4.125 11.807
H 1.296 -2.900 9.941
H 1.862 -4.035 8.622
H 2.985 -2.966 9.461
C -8.508 -1.648 6.375
C -7.129 -2.093 5.958
O -6.199 -1.042 6.215
S -6.891 0.100 7.200
O -7.315 1.241 6.456
O -6.187 0.331 8.437
O -8.246 -0.852 7.478
H -9.194 -2.478 6.544
H -8.970 -1.148 5.524
H -7.045 -2.407 4.918
H -6.824 -2.872 6.656
C 2.534 2.236 -8.635
C 3.253 1.797 -9.909
O 3.834 0.603 -9.607
S 4.490 0.606 -8.039
O 5.846 1.147 -8.088
O 4.282 -0.698 -7.367
O 3.435 1.735 -7.544
H 1.656 1.597 -8.735
H 2.144 3.253 -8.604
H 3.966 2.585 -10.155
H 2.530 1.627 -10.706
C 3.028 -1.418 1.732
O 3.422 -1.804 2.851
N 1.711 -1.588 1.214
C 1.561 -1.607 -0.262
C 0.657 -2.085 2.065
H 3.683 -0.882 1.027
H 0.990 -2.490 -0.548
H 2.565 -1.568 -0.684
H 1.065 -0.743 -0.704
H 0.553 -1.601 3.036
H -0.323 -1.934 1.612
H 0.533 -3.162 2.174
*
```

Results
Highest occupied orbital energy (Eh): -0.3425
Gap between HOMO and LUMO (eV): 9.064

These are the Mulliken partial charges, in e, on atoms 1 to 5:
1 C -0.65
2 N 0.77
3 O -0.48
4 O -0.49
5 H 0.28

---

Which value of highest occupied orbital energy does entry 3 give?
-0.3425 Eh

---

Which of these has the lowest highest occupied orbital energy?
C22H35Br15O9

---

Which value of highest occupied orbital energy does entry 3 give?
-0.3425 Eh